[1]
16 unconnected molecules or ions with the total composition C54H118O33S10. Source: the Open Molecules 2025 dataset; level of theory: ωB97M-V/def2-TZVPD.

Computed properties:
multiplicity: 1
HOMO-LUMO gap: 8.348 eV
E: -233825.2004 eV
E_HOMO: -8.26 eV

Element x y z (Å)
C1 7.581 -6.133 29.791
C2 7.729 -4.759 29.180
C3 8.929 -4.846 28.288
S1 8.723 -6.468 27.515
O1 9.964 -7.248 27.566
O2 8.087 -6.271 26.205
C4 7.609 -7.202 28.691
H1 6.666 -6.345 30.323
H2 8.316 -6.271 30.638
H3 7.784 -4.000 29.965
H4 6.852 -4.632 28.555
H5 9.799 -4.900 28.988
H6 8.965 -4.082 27.569
H7 7.983 -8.214 28.875
H8 6.669 -7.152 28.148
C5 14.929 -10.568 19.843
C6 13.712 -11.150 19.117
C7 13.442 -12.502 19.776
S2 13.846 -12.191 21.519
O3 14.579 -13.292 22.075
O4 12.667 -11.725 22.170
C8 14.815 -10.728 21.373
H9 15.110 -9.521 19.569
H10 15.816 -11.137 19.432
H11 13.862 -11.332 18.030
H12 12.881 -10.479 19.019
H13 14.129 -13.273 19.477
H14 12.442 -12.884 19.593
H15 15.773 -10.931 21.866
H16 14.270 -9.949 21.868
C9 5.478 -7.365 22.011
C10 6.561 -6.840 23.017
C11 7.758 -6.454 22.232
S3 7.139 -5.809 20.737
O5 7.659 -6.576 19.599
O6 7.222 -4.401 20.679
C12 5.436 -6.291 21.011
H17 4.530 -7.604 22.416
H18 5.937 -8.234 21.521
H19 6.824 -7.606 23.728
H20 6.129 -6.051 23.681
H21 8.423 -7.292 22.032
H22 8.365 -5.635 22.634
H23 5.060 -6.587 20.006
H24 5.030 -5.329 21.302
C13 12.947 -8.584 28.513
C14 11.956 -9.708 28.668
C15 12.601 -10.864 29.366
S4 13.987 -10.249 30.302
O7 15.194 -10.752 29.707
O8 13.752 -10.378 31.710
C16 13.776 -8.490 29.845
H25 12.444 -7.601 28.311
H26 13.665 -8.775 27.714
H27 11.442 -10.088 27.768
H28 11.055 -9.410 29.301
H29 12.979 -11.643 28.630
H30 11.928 -11.384 30.096
H31 14.786 -8.070 29.730
H32 13.263 -7.964 30.672
C17 10.757 -10.929 24.737
C18 11.431 -9.601 24.365
C19 10.289 -8.640 23.848
S5 8.872 -9.773 23.422
O9 8.383 -9.607 22.098
O10 7.908 -9.625 24.457
C20 9.788 -11.264 23.613
H33 10.308 -10.800 25.725
H34 11.488 -11.684 24.972
H35 12.192 -9.707 23.596
H36 12.037 -9.259 25.227
H37 10.659 -8.021 23.008
H38 9.824 -8.008 24.601
H39 10.344 -11.515 22.750
H40 9.091 -12.071 23.868
C21 9.576 -12.304 32.186
C22 8.907 -10.940 32.234
O11 9.972 -9.958 32.482
C23 9.831 -8.701 32.097
O12 8.915 -8.260 31.367
O13 10.829 -8.009 32.617
C24 10.814 -6.545 32.600
H41 8.833 -13.125 32.178
H42 10.341 -12.555 32.940
H43 10.132 -12.357 31.263
H44 8.291 -10.879 33.121
H45 8.393 -10.618 31.361
H46 11.280 -6.066 31.718
H47 11.247 -6.266 33.581
H48 9.719 -6.303 32.669
C25 5.055 -7.295 26.285
C26 4.206 -7.941 27.397
O14 3.216 -8.677 26.655
C27 2.276 -9.314 27.298
O15 2.149 -9.277 28.475
O16 1.553 -9.946 26.405
C28 0.670 -10.968 26.897
H49 4.370 -7.031 25.423
H50 5.839 -7.950 25.975
H51 5.662 -6.407 26.573
H52 3.758 -7.157 28.042
H53 4.739 -8.671 27.975
H54 0.219 -10.509 27.781
H55 1.289 -11.817 27.114
H56 -0.032 -11.118 26.094
C29 6.337 -12.262 22.384
C30 5.260 -13.286 22.165
O17 4.044 -12.994 22.800
C31 3.339 -11.983 22.275
O18 3.342 -11.618 21.097
O19 2.651 -11.379 23.222
C32 1.782 -10.360 22.852
H57 6.702 -12.269 23.422
H58 6.008 -11.272 22.183
H59 7.127 -12.399 21.649
H60 5.571 -14.271 22.545
H61 5.095 -13.499 21.132
H62 2.167 -9.748 22.052
H63 1.564 -9.842 23.780
H64 0.875 -10.806 22.469
C33 5.642 -16.638 30.662
C34 6.225 -15.969 29.393
O20 6.772 -14.643 29.752
C35 5.853 -13.689 29.711
O21 4.794 -13.634 29.159
O22 6.393 -12.634 30.435
C36 5.702 -11.360 30.520
H65 5.479 -17.730 30.452
H66 4.652 -16.252 30.939
H67 6.381 -16.613 31.452
H68 5.413 -15.762 28.668
H69 7.069 -16.513 28.964
H70 6.306 -10.615 30.006
H71 5.741 -11.054 31.612
H72 4.656 -11.390 30.221
C37 10.792 -7.461 18.697
C38 10.684 -7.930 20.120
O23 11.980 -8.215 20.639
C39 12.550 -7.277 21.409
O24 12.027 -6.306 21.860
O25 13.863 -7.603 21.611
C40 14.655 -6.623 22.186
H73 11.363 -8.140 18.108
H74 11.178 -6.482 18.529
H75 9.731 -7.539 18.358
H76 10.157 -8.850 20.121
H77 10.190 -7.203 20.735
H78 14.190 -5.650 22.031
H79 15.668 -6.721 21.821
H80 14.776 -6.676 23.301
C41 9.850 -13.882 28.639
C42 9.730 -12.508 28.048
O26 8.706 -12.565 26.988
C43 7.614 -11.765 27.100
O27 7.345 -10.942 27.937
O28 6.814 -12.085 26.060
C44 5.562 -11.448 25.915
H81 10.498 -13.860 29.524
H82 10.272 -14.577 27.887
H83 8.947 -14.375 28.978
H84 10.669 -12.162 27.658
H85 9.475 -11.699 28.729
H86 5.585 -10.329 25.884
H87 4.956 -11.766 26.812
H88 5.120 -11.698 24.957
C45 14.965 -9.378 25.121
S6 16.443 -10.321 25.214
O29 17.251 -9.901 24.033
C46 17.130 -9.729 26.682
H89 15.241 -8.346 24.987
H90 14.498 -9.505 26.072
H91 14.278 -9.724 24.312
H92 18.218 -9.836 26.620
H93 16.773 -10.351 27.481
H94 16.807 -8.740 26.873
C47 9.819 -16.798 23.912
S7 9.050 -15.208 23.797
O30 8.400 -15.136 22.438
C48 7.791 -15.503 25.130
H95 9.131 -17.593 23.528
H96 10.159 -17.085 24.903
H97 10.691 -16.612 23.286
H98 7.239 -16.360 24.833
H99 7.118 -14.629 25.219
H100 8.319 -15.756 26.035
C49 7.023 -9.743 19.024
S8 7.585 -11.199 18.240
O31 7.592 -11.027 16.716
C50 9.234 -11.262 18.822
H101 6.880 -9.994 20.084
H102 6.046 -9.608 18.578
H103 7.613 -8.839 18.869
H104 9.672 -12.208 18.457
H105 9.167 -11.181 19.924
H106 9.832 -10.454 18.450
C51 12.716 -13.960 24.788
S9 13.899 -12.725 25.175
O32 13.609 -12.295 26.579
C52 15.315 -13.843 25.274
H107 12.894 -14.642 25.674
H108 12.925 -14.391 23.783
H109 11.745 -13.614 24.859
H110 15.733 -13.725 26.210
H111 16.022 -13.568 24.450
H112 15.118 -14.923 25.109
C53 12.337 -6.209 25.173
S10 12.213 -4.633 26.094
O33 12.247 -5.024 27.526
C54 13.865 -4.134 25.713
H113 12.508 -5.961 24.142
H114 11.454 -6.764 25.469
H115 13.195 -6.739 25.584
H116 14.530 -4.926 25.691
H117 14.156 -3.513 26.535
H118 13.865 -3.456 24.808

Atom charges from the Löwdin analysis, given in e for atoms 1 to 8: number 1, C, carries -0.2328; number 2, C, carries -0.2307; number 3, C, carries -0.2135; number 4, S, carries 0.7056; number 5, O, carries -0.3424; number 6, O, carries -0.3425; number 7, C, carries -0.1947; number 8, H, carries 0.1140

---

[2]
7 unconnected molecules or ions with the total composition C54H120ClN6. Source: the Open Molecules 2025 dataset; level of theory: ωB97M-V/def2-TZVPD.

Computed properties:
multiplicity: 1
energy above the lowest of the compared OMol25 structures with the same formula, charge and spin: 1.7413 eV
HOMO-LUMO gap: 9.720 eV
total charge: +5
E: -79360.6318 eV
E_HOMO: -18.80 eV

Element x y z (Å)
C1 1.420 -4.933 -1.500
C2 1.711 -5.178 -2.949
C3 0.970 -6.498 -3.478
N1 1.406 -6.850 -4.893
C4 0.534 -8.175 -5.200
C5 1.033 -9.493 -4.545
C6 2.560 -9.640 -4.731
C7 3.328 -8.397 -4.258
C8 2.894 -7.166 -5.073
C9 1.009 -5.759 -5.961
H1 1.715 -3.943 -1.153
H2 2.025 -5.630 -0.920
H3 0.368 -5.050 -1.239
H4 2.796 -5.098 -3.015
H5 1.403 -4.318 -3.543
H6 -0.104 -6.315 -3.488
H7 1.166 -7.298 -2.765
H8 -0.522 -7.924 -5.107
H9 0.601 -8.275 -6.284
H10 0.919 -9.435 -3.462
H11 0.499 -10.392 -4.853
H12 2.932 -10.539 -4.239
H13 2.689 -9.754 -5.807
H14 3.147 -8.237 -3.195
H15 4.408 -8.460 -4.389
H16 3.365 -6.226 -4.786
H17 3.070 -7.292 -6.141
H18 1.750 -4.959 -5.969
H19 -0.012 -5.408 -5.812
H20 1.134 -6.318 -6.888
C10 1.875 7.664 8.566
C11 0.995 7.102 7.489
C12 1.675 7.165 6.074
N2 0.885 6.545 4.881
C13 1.726 6.908 3.608
C14 1.053 6.354 2.328
C15 0.920 4.830 2.414
C16 0.164 4.376 3.716
C17 0.633 5.029 5.056
C18 -0.500 7.258 4.839
H21 1.243 7.767 9.448
H22 2.222 8.693 8.471
H23 2.683 7.023 8.919
H24 -0.038 7.450 7.499
H25 0.794 6.078 7.804
H26 2.596 6.585 6.027
H27 1.886 8.213 5.861
H28 2.724 6.475 3.667
H29 1.716 7.998 3.605
H30 1.579 6.656 1.422
H31 0.079 6.791 2.108
H32 1.938 4.483 2.592
H33 0.610 4.324 1.499
H34 0.259 3.307 3.909
H35 -0.897 4.468 3.483
H36 1.605 4.592 5.283
H37 -0.009 4.740 5.888
H38 -0.178 8.299 4.859
H39 -1.001 6.913 5.744
H40 -1.077 6.956 3.965
C19 -2.329 1.446 3.514
C20 -2.403 1.931 2.045
C21 -3.407 2.986 1.621
N3 -3.293 3.313 0.068
C22 -3.536 2.110 -0.806
C23 -5.056 1.684 -0.697
C24 -6.026 2.831 -0.942
C25 -5.712 4.091 -0.233
C26 -4.255 4.464 -0.273
C27 -1.891 3.823 -0.263
H41 -2.289 2.372 4.087
H42 -1.470 0.891 3.889
H43 -3.182 0.956 3.984
H44 -2.526 1.032 1.440
H45 -1.433 2.367 1.803
H46 -3.233 3.970 2.057
H47 -4.446 2.726 1.821
H48 -3.026 1.212 -0.457
H49 -3.446 2.363 -1.862
H50 -5.283 1.341 0.312
H51 -5.378 0.815 -1.272
H52 -7.030 2.415 -0.861
H53 -5.830 2.870 -2.014
H54 -6.046 3.909 0.788
H55 -6.347 4.916 -0.555
H56 -4.108 5.340 0.359
H57 -4.047 4.840 -1.275
H58 -1.940 4.150 -1.301
H59 -1.167 3.008 -0.264
H60 -1.538 4.663 0.335
C28 -2.924 -0.179 -4.448
C29 -1.576 0.297 -4.876
C30 -0.910 1.216 -3.811
N4 0.570 1.584 -4.001
C31 1.008 2.645 -2.976
C32 0.445 4.069 -3.271
C33 0.912 4.499 -4.714
C34 0.278 3.480 -5.762
C35 0.815 2.095 -5.420
C36 1.388 0.310 -3.674
H61 -3.449 0.703 -4.081
H62 -2.728 -0.797 -3.572
H63 -3.364 -0.744 -5.270
H64 -1.626 0.734 -5.873
H65 -0.889 -0.514 -5.119
H66 -1.042 0.912 -2.773
H67 -1.536 2.103 -3.909
H68 0.547 2.261 -2.066
H69 2.090 2.694 -2.854
H70 -0.636 3.929 -3.272
H71 0.803 4.803 -2.548
H72 0.426 5.461 -4.878
H73 1.989 4.576 -4.860
H74 -0.809 3.448 -5.692
H75 0.421 3.800 -6.795
H76 0.453 1.324 -6.100
H77 1.896 2.191 -5.524
H78 1.406 0.301 -2.584
H79 2.419 0.503 -3.969
H80 1.079 -0.626 -4.139
C37 1.370 -5.387 1.998
C38 0.339 -4.292 1.596
C39 -1.063 -4.931 1.405
N5 -2.143 -3.921 0.817
C40 -3.489 -4.698 0.731
C41 -4.616 -3.833 0.156
C42 -4.882 -2.495 0.982
C43 -3.545 -1.773 1.223
C44 -2.391 -2.680 1.800
C45 -1.666 -3.413 -0.614
H81 0.814 -5.874 2.799
H82 2.367 -5.080 2.316
H83 1.461 -6.161 1.235
H84 0.705 -3.754 0.721
H85 0.234 -3.545 2.383
H86 -1.391 -5.318 2.370
H87 -0.998 -5.773 0.716
H88 -3.676 -5.142 1.709
H89 -3.226 -5.510 0.053
H90 -5.448 -4.537 0.180
H91 -4.432 -3.670 -0.906
H92 -5.347 -2.762 1.931
H93 -5.589 -1.871 0.436
H94 -3.663 -1.033 2.014
H95 -3.201 -1.279 0.314
H96 -2.563 -3.191 2.748
H97 -1.380 -2.283 1.889
H98 -2.212 -2.538 -0.967
H99 -1.730 -4.248 -1.312
H100 -0.687 -2.952 -0.486
C46 1.592 1.022 5.195
C47 2.267 1.083 3.791
C48 2.215 -0.287 3.053
N6 3.230 -0.468 1.948
C49 3.038 -1.783 1.249
C50 4.031 -1.990 0.104
C51 4.079 -0.809 -0.865
C52 4.227 0.559 -0.117
C53 3.262 0.777 1.038
C54 4.637 -0.650 2.628
H101 0.528 0.819 5.075
H102 1.702 2.002 5.659
H103 1.942 0.226 5.852
H104 3.309 1.282 4.041
H105 2.049 1.985 3.219
H106 1.205 -0.475 2.689
H107 2.416 -1.060 3.795
H108 2.014 -1.721 0.881
H109 3.123 -2.585 1.982
H110 3.781 -2.911 -0.424
H111 5.063 -2.103 0.437
H112 3.233 -0.839 -1.552
H113 4.885 -0.878 -1.596
H114 4.042 1.406 -0.777
H115 5.269 0.710 0.168
H116 2.262 1.101 0.750
H117 3.662 1.641 1.570
H118 4.858 0.248 3.204
H119 5.437 -0.885 1.926
H120 4.679 -1.485 3.327
Cl1 -0.147 0.015 -0.086

Atom charges from the Löwdin analysis, given in e for atoms 1 to 8: number 1, C, carries -0.1181; number 2, C, carries -0.2061; number 3, C, carries -0.0929; number 4, N, carries -0.2284; number 5, C, carries -0.0617; number 6, C, carries -0.1383; number 7, C, carries -0.1670; number 8, C, carries -0.1402